{
  "formula": "C4H4N4",
  "method": "the ωB97M-V functional and the def2-TZVPD basis",
  "de_lowest_kcal_mol": 84.84,
  "fmax_ev_per_a": 3.23,
  "smiles": "[H]/N=c1\\cnnccn1",
  "orbital_gap_ev": 9.44,
  "species": ["H", "N", "C", "C", "N", "N", "C", "C", "N", "H", "H", "H"],
  "xyz": [[-2.6351, -0.8354, 0.8017], [-2.2424, 0.0825, 0.7026], [-1.1905, -0.0174, 0.0220], [-0.3427, -1.3497, -0.3373], [0.9606, -1.3871, -0.4028], [1.6520, -0.5571, 0.4725], [1.4162, 0.7098, 0.6047], [0.5464, 1.4533, -0.4449], [-0.6247, 1.0857, -0.7065], [-0.8336, -2.0950, -1.0719], [1.8466, 1.1795, 1.5427], [0.8277, 2.4068, -0.8001]],
  "forces_ev_per_angstrom": [[0.0, -0.7, 1.0], [0.1, 0.5, -1.2], [1.9, -1.5, -0.8], [0.1, 0.8, -2.8], [-1.4, 0.4, 1.0], [-1.0, 0.8, 0.7], [-0.2, -0.4, -0.8], [0.6, -0.9, 3.0], [-1.3, -0.7, 0.6], [0.6, 1.1, 1.6], [-0.2, -0.2, -1.6], [0.9, 0.7, -0.8]]
}

=====

{
  "formula": "C16H42BO11PS2",
  "method": "the ωB97M-V functional and the def2-TZVPD basis",
  "de_lowest_kcal_mol": 26.36,
  "fmax_ev_per_a": 3.91,
  "smiles": "O=S(=O)(O)CCCCBP(O)(O)=S.COCCOC.COCCOC.COCCOC",
  "orbital_gap_ev": 7.86,
  "species": ["O", "S", "O", "O", "C", "C", "C", "C", "B", "P", "O", "O", "S", "H", "H", "H", "H", "H", "H", "H", "H", "H", "H", "H", "H", "C", "O", "C", "C", "O", "C", "H", "H", "H", "H", "H", "H", "H", "H", "H", "H", "C", "O", "C", "C", "O", "C", "H", "H", "H", "H", "H", "H", "H", "H", "H", "H", "C", "O", "C", "C", "O", "C", "H", "H", "H", "H", "H", "H", "H", "H", "H", "H"],
  "xyz": [[4.3958, -5.2464, -0.8391], [5.1454, -4.0059, -0.5354], [6.6032, -4.1192, -0.6714], [4.8464, -3.5984, 1.0382], [4.5272, -2.6915, -1.6464], [3.9947, -1.4190, -0.9292], [2.4984, -1.1214, -1.3094], [1.5223, -1.2333, -0.0921], [0.6845, -2.5825, -0.0219], [0.0829, -3.4522, -1.6336], [-1.2258, -4.4446, -1.3310], [1.3476, -4.4784, -2.0860], [-0.4086, -2.1978, -3.0334], [3.9399, -3.2772, 1.0430], [5.3677, -2.4022, -2.2851], [3.7936, -3.1628, -2.3100], [4.5592, -0.5594, -1.3093], [4.1250, -1.4240, 0.1582], [2.2583, -1.7932, -2.1387], [2.4023, -0.1045, -1.7072], [2.0895, -1.1561, 0.8501], [0.8329, -0.3745, -0.1118], [0.4216, -3.0856, 1.0263], [-1.3905, -4.8671, -2.1761], [1.4937, -5.0336, -1.3123], [-2.0536, 2.8600, 3.1260], [-2.9529, 1.7843, 2.9214], [-2.6896, 1.0885, 1.7100], [-1.9552, -0.2153, 1.9660], [-0.6351, 0.0148, 2.4556], [-0.5366, -0.1804, 3.8577], [-2.1726, 3.2143, 4.1489], [-1.0159, 2.5485, 2.9816], [-2.2906, 3.6793, 2.4393], [-2.1291, 1.7176, 1.0120], [-3.6574, 0.8607, 1.2536], [-1.8543, -0.7521, 1.0165], [-2.5205, -0.8489, 2.6553], [-0.5800, -1.2487, 4.0935], [-1.3278, 0.3467, 4.3951], [0.4268, 0.2106, 4.1838], [-4.0923, -2.4463, -1.6193], [-3.5936, -1.2009, -2.0757], [-3.9774, -0.9195, -3.4128], [-5.1237, 0.0727, -3.4648], [-6.3195, -0.4860, -2.9361], [-6.5934, -0.0434, -1.6182], [-3.9309, -2.4988, -0.5426], [-5.1618, -2.5504, -1.8194], [-3.5472, -3.2649, -2.0949], [-4.2358, -1.8384, -3.9463], [-3.1074, -0.4774, -3.9085], [-5.3239, 0.3252, -4.5104], [-4.8602, 0.9947, -2.9381], [-6.9307, 0.9982, -1.6323], [-5.7182, -0.1376, -0.9705], [-7.3930, -0.6642, -1.2158], [3.9240, 2.6002, 1.0390], [3.0312, 3.1529, 0.0888], [1.7278, 3.3242, 0.6248], [1.4605, 4.7717, 0.9943], [2.2749, 5.1857, 2.0827], [3.3811, 5.9723, 1.6711], [4.9342, 2.6700, 0.6371], [3.8906, 3.1349, 1.9909], [3.6800, 1.5442, 1.2009], [1.5745, 2.6673, 1.4866], [1.0190, 3.0246, -0.1540], [0.4204, 4.8655, 1.3215], [1.6039, 5.4272, 0.1306], [3.0440, 6.9703, 1.3734], [3.9234, 5.5063, 0.8451], [4.0562, 6.0705, 2.5202]],
  "forces_ev_per_angstrom": [[0.6, 2.6, 0.8], [1.7, -3.3, -1.0], [-2.5, 0.8, 0.7], [0.5, 0.1, -1.8], [0.2, 0.6, 0.7], [-0.8, 0.5, -0.9], [0.4, 0.1, 0.5], [0.2, -1.2, -0.5], [0.1, 0.7, 0.4], [-0.5, -0.5, -1.6], [2.0, 0.7, 0.6], [-1.7, 1.4, 0.7], [0.4, -0.4, 0.4], [-0.5, 0.0, 0.4], [0.1, -0.4, 0.4], [0.0, -0.1, 0.5], [0.2, -0.3, 0.3], [0.1, -0.1, -0.3], [-0.3, 0.2, 0.2], [0.2, -0.2, 0.0], [-0.2, 0.2, -0.2], [-0.1, -0.3, 0.2], [-0.1, 0.0, 0.0], [-0.4, -0.3, -0.4], [0.5, -0.6, 0.1], [-0.1, 0.0, 0.0], [0.3, 0.0, -0.1], [-0.4, -0.2, 0.2], [0.3, 0.2, -0.3], [-0.2, 0.0, 0.1], [0.1, 0.0, 0.0], [-0.1, 0.0, 0.0], [0.0, 0.0, 0.0], [0.1, 0.1, 0.0], [0.1, 0.0, 0.0], [0.0, 0.0, -0.1], [-0.1, 0.0, 0.0], [0.0, 0.1, 0.0], [-0.1, 0.0, 0.1], [0.0, 0.0, 0.0], [0.0, 0.0, -0.1], [0.1, 0.1, 0.0], [-0.3, -0.1, 0.1], [0.3, 0.4, 0.2], [-0.2, -0.3, -0.3], [0.1, 0.1, 0.2], [-0.1, -0.1, -0.1], [0.1, 0.0, 0.0], [0.0, 0.0, 0.0], [0.0, -0.1, 0.0], [-0.1, 0.0, 0.0], [0.0, 0.0, 0.0], [0.0, 0.0, 0.0], [0.0, 0.0, 0.0], [0.0, 0.0, 0.1], [0.0, 0.0, 0.0], [0.0, 0.0, -0.1], [0.1, -0.1, -0.1], [0.1, 0.0, 0.3], [-0.1, 0.2, -0.4], [-0.1, -0.2, 0.4], [0.2, 0.0, -0.2], [0.0, 0.0, 0.1], [0.0, 0.0, -0.1], [0.0, 0.0, 0.0], [0.1, 0.0, 0.1], [0.0, 0.1, 0.1], [-0.1, 0.0, 0.0], [0.0, 0.0, -0.1], [0.0, -0.1, 0.0], [0.1, 0.0, -0.1], [0.0, 0.0, 0.0], [-0.1, 0.0, 0.0]]
}

=====

{
  "formula": "C29H45N6O",
  "method": "the ωB97M-V functional and the def2-TZVPD basis",
  "charge": 1,
  "fmax_ev_per_a": 2.17,
  "orbital_gap_ev": 6.88,
  "species": ["C", "O", "C", "C", "C", "C", "C", "C", "C", "C", "C", "C", "C", "C", "N", "C", "N", "N", "H", "H", "H", "H", "H", "H", "H", "H", "H", "H", "H", "H", "H", "H", "H", "H", "H", "H", "H", "H", "H", "H", "H", "H", "H", "H", "H", "H", "H", "H", "N", "C", "C", "C", "C", "C", "H", "H", "H", "H", "H", "N", "C", "C", "C", "C", "C", "H", "H", "H", "H", "H", "N", "C", "C", "C", "C", "C", "H", "H", "H", "H", "H"],
  "xyz": [[-3.6547, -2.2186, -2.6783], [-4.3506, -1.0350, -2.3536], [-3.5232, -0.1055, -1.6651], [-4.3942, 0.7769, -0.7864], [-3.7047, 1.3179, 0.4846], [-2.1800, 1.3998, 0.4314], [-1.5807, 2.2895, 1.5246], [-0.0662, 2.5051, 1.3074], [0.8176, 1.7844, 2.3215], [2.2975, 2.1659, 2.1550], [3.0962, 1.1544, 1.3351], [4.2543, 1.8204, 0.5794], [3.7889, 2.3537, -0.7738], [4.2474, 1.5031, -2.0127], [4.9641, 2.4845, -2.8759], [4.6941, 3.7228, -2.4029], [4.7646, 4.8473, -3.1761], [4.3339, 3.6978, -1.1174], [-4.2279, -2.7800, -3.4086], [-3.4915, -2.8325, -1.7950], [-2.6756, -2.0086, -3.1219], [-2.7809, -0.6613, -1.0947], [-3.0308, 0.5115, -2.4210], [-4.7355, 1.6295, -1.3683], [-5.2714, 0.2102, -0.4907], [-3.9808, 0.6913, 1.3338], [-4.0766, 2.3105, 0.7328], [-1.8682, 1.8057, -0.5318], [-1.7458, 0.4059, 0.5392], [-1.7583, 1.8463, 2.5004], [-2.0659, 3.2603, 1.4533], [0.1868, 2.1214, 0.3140], [0.1495, 3.5714, 1.3089], [0.4725, 2.0507, 3.3191], [0.6839, 0.7082, 2.2237], [2.3218, 3.1423, 1.6661], [2.7638, 2.3096, 3.1259], [2.4575, 0.6254, 0.6280], [3.5317, 0.4220, 2.0090], [5.0316, 1.0730, 0.4210], [4.7095, 2.6063, 1.1766], [2.7054, 2.4477, -0.7208], [3.4067, 1.0612, -2.5299], [4.9761, 0.7757, -1.6802], [4.7651, 2.4832, -3.8706], [5.6446, 5.2478, -3.4399], [3.9199, 5.2547, -3.5297], [3.7810, 4.5192, -0.8844], [-3.0077, -4.7838, -0.4745], [-2.3416, -5.9243, -0.6438], [-1.9862, -6.7679, 0.3976], [-2.3419, -6.4082, 1.6871], [-3.0355, -5.2245, 1.8813], [-3.3416, -4.4530, 0.7714], [-2.0851, -6.1716, -1.6681], [-1.4488, -7.6848, 0.2000], [-2.0857, -7.0411, 2.5266], [-3.3351, -4.9058, 2.8701], [-3.8887, -3.5206, 0.8778], [7.1584, 4.2729, 1.8805], [8.1866, 4.1095, 2.7094], [9.3423, 3.4195, 2.3704], [9.4346, 2.8660, 1.1048], [8.3712, 3.0263, 0.2296], [7.2658, 3.7378, 0.6677], [8.0752, 4.5547, 3.6912], [10.1480, 3.3202, 3.0839], [10.3191, 2.3200, 0.8047], [8.4006, 2.6104, -0.7692], [6.4096, 3.8961, 0.0230], [-8.7165, -4.3044, -1.9703], [-7.3903, -4.3682, -1.8866], [-6.7043, -4.6163, -0.7069], [-7.4387, -4.8064, 0.4519], [-8.8208, -4.7419, 0.3834], [-9.4072, -4.4904, -0.8480], [-6.8527, -4.2103, -2.8151], [-5.6243, -4.6609, -0.7024], [-6.9416, -5.0034, 1.3939], [-9.4335, -4.8843, 1.2629], [-10.4857, -4.4348, -0.9454]],
  "forces_ev_per_angstrom": [[0.2, 0.1, 0.0], [0.0, 0.1, 0.0], [-0.6, -0.3, -0.4], [0.2, 0.4, 0.4], [0.2, -0.3, 0.2], [-0.1, 0.2, 0.3], [0.4, 0.0, -0.8], [-0.3, -0.5, 0.1], [0.0, 0.5, 0.1], [-0.5, -0.2, -0.2], [0.5, 0.5, 0.2], [0.1, -0.6, -0.1], [0.4, 0.0, 0.2], [0.7, 0.5, 0.8], [-1.6, 1.2, -0.1], [0.5, -1.0, 0.5], [0.2, -0.1, 0.3], [-1.3, 0.4, -1.7], [-0.2, 0.0, 0.0], [0.0, -0.1, 0.1], [0.1, 0.1, -0.1], [0.2, 0.0, 0.2], [0.4, 0.0, 0.0], [-0.2, 0.0, -0.2], [-0.1, -0.1, -0.1], [0.0, -0.1, 0.1], [-0.2, 0.1, -0.1], [0.1, 0.0, -0.2], [0.1, -0.1, -0.2], [-0.2, 0.1, 0.2], [-0.2, 0.1, 0.3], [0.1, 0.1, -0.2], [0.2, 0.1, 0.1], [0.0, 0.0, 0.1], [0.0, -0.2, 0.0], [0.1, 0.2, -0.1], [0.2, 0.0, 0.1], [-0.1, -0.1, 0.0], [-0.1, -0.3, 0.0], [0.2, 0.1, -0.1], [-0.1, 0.2, 0.1], [-0.1, 0.1, -0.2], [0.0, -0.2, -0.2], [-0.2, -0.4, -0.1], [0.5, -0.5, -0.1], [0.2, -0.1, -0.2], [-0.1, 0.3, 0.1], [0.4, 0.0, 0.7], [0.1, -0.1, 0.1], [0.0, 0.0, -0.1], [0.0, 0.0, 0.0], [0.0, 0.0, 0.0], [0.0, 0.0, 0.0], [0.0, 0.1, 0.0], [0.0, 0.0, 0.0], [0.0, 0.0, 0.0], [0.0, 0.0, 0.0], [0.0, 0.0, 0.0], [0.0, 0.0, 0.1], [0.0, 0.0, 0.0], [0.0, 0.0, 0.1], [0.0, 0.0, 0.0], [0.0, 0.0, 0.0], [0.0, 0.0, 0.0], [0.1, 0.0, 0.0], [0.0, 0.0, 0.0], [0.0, 0.0, 0.0], [0.0, 0.0, 0.0], [0.0, 0.0, 0.0], [0.1, 0.0, -0.1], [0.0, 0.0, 0.0], [0.0, 0.0, -0.1], [0.0, 0.0, 0.0], [0.0, 0.0, 0.0], [0.0, 0.0, 0.0], [-0.1, 0.0, 0.0], [0.0, 0.0, 0.0], [0.0, 0.0, -0.1], [0.0, 0.0, 0.0], [0.0, 0.0, 0.0], [0.0, 0.0, 0.0]]
}